(1)
Computed, not measured: a cluster of 2 separate species, C5H13N3 in total, with ωB97M-V with the def2-TZVPD basis set.

Positions of all 21 atoms, in Å:
N  1.0836  0.5481  2.8282
C  -2.1005  -0.3031  0.3439
C  -0.6511  -0.4198  -0.0389
H  -0.6706  -2.2979  -1.0309
H  0.6964  -0.1610  -3.1796
H  1.7933  1.7505  1.3274
N  1.0018  0.7167  -2.7675
H  0.4539  -0.1662  3.1892
H  -2.7219  -0.8402  -0.3703
H  2.0128  0.7997  -2.7694
C  -0.1146  -1.8055  -0.2343
H  0.5540  1.5072  -3.2241
N  0.2845  0.5365  0.6539
H  -2.4415  0.7292  0.3887
H  0.9418  -1.8123  -0.4884
H  -0.3745  1.7002  -1.0611
H  -0.2661  -2.3982  0.6660
H  -2.2639  -0.7653  1.3184
C  -0.0299  0.7653  -0.6621
H  1.7324  0.9451  3.5046
C  1.0799  0.9711  1.6064

Properties
* energy relative to the best compared isomer or geometry (same formula, charge and spin): 47.11 kcal/mol
* total charge: +2
* frontier orbital gap (alpha / beta): 9.116 / 9.116 eV
* LUMO energy (alpha / beta): -10.23 / -10.23 eV

Results of the Löwdin charge analysis, in e, for atoms 1 through 4: N 0.2741; C 0.0275; C -0.3825; H 0.1159

(2)
Computed, not measured: a structure of composition C12H20Cl4MgO8, with ωB97M-V with the def2-TZVPD basis set.

Positions of all 45 atoms, in Å:
H  -1.3495  1.2093  -4.3739
H  1.7142  -0.7847  7.1434
O  3.0249  -0.8532  2.0164
H  2.6267  4.1692  0.6041
C  -1.5141  -0.1594  -0.4949
H  0.9319  3.6593  0.8809
C  2.5336  2.8393  2.1318
H  -4.5673  -1.8183  -3.8419
H  -3.5318  -3.8630  -1.6942
O  3.3455  3.4301  2.8609
H  -1.8864  -1.1823  -0.5514
H  -5.1923  -3.7993  -2.1398
H  -2.3585  0.3926  -0.0822
H  4.5895  -1.2185  -0.7598
O  2.8060  -1.7034  4.9158
C  -0.4210  -0.0836  0.5810
O  -0.5980  -0.5147  1.7070
H  2.0756  2.5683  0.0194
H  2.7699  -1.4617  -0.5025
C  -1.5706  3.3160  -4.5467
C  1.6426  -1.1829  5.0748
H  3.8148  -2.6894  -0.1326
C  3.7852  -1.5998  -0.1307
C  3.9484  -1.2382  1.3445
H  -2.0895  4.0861  -3.9759
H  -3.9017  -1.5025  -2.2329
O  0.7238  0.3775  0.3141
H  -0.9038  2.0776  -2.9216
C  -1.6152  2.0607  -3.7473
Mg  1.1719  0.1581  2.2509
H  -1.3108  0.1465  -1.5211
H  -0.6849  3.9022  -4.7916
O  2.1512  1.8594  2.8057
C  -4.1890  -3.6373  -2.5339
O  5.0062  -1.3923  1.9726
Cl  -2.4626  3.0986  -6.0782
Cl  -3.1773  1.5599  -3.1234
O  1.1218  -0.6357  4.0736
H  0.1642  -0.4202  6.2116
H  0.5768  -2.1145  6.6417
C  -3.9120  -2.2087  -3.0632
C  1.9657  3.3243  0.7970
Cl  -3.9141  -4.9299  -3.7579
C  0.9710  -1.1225  6.4211
Cl  -2.3108  -2.1192  -3.7703

Properties
* total charge: -2
* frontier orbital gap: 4.475 eV
* LUMO energy: 3.32 eV

Results of the Löwdin charge analysis, in e, for atoms 1 through 4: H 0.0555; H 0.0677; O -0.0366; H 0.0575

(3)
Computed, not measured: an isolated molecule of C10H17N2P, with ωB97M-V with the def2-TZVPD basis set.

Positions of all 30 atoms, in Å:
H  0.3878  -3.1028  0.2001
H  -2.5608  -0.2048  -1.6362
H  0.2416  -1.8459  2.7026
C  0.3165  0.2886  0.1359
C  -1.2695  -1.8945  -0.6891
C  0.6421  3.8088  0.1479
H  2.7565  -1.6010  0.3564
H  2.3112  -1.5241  2.2635
C  0.7221  -1.0365  0.7196
H  -0.0581  4.0416  0.8761
C  0.2150  -2.1226  -0.3115
C  -0.6176  0.3924  -0.9020
H  -1.9087  -1.9750  0.2568
N  0.3886  2.4327  -0.2242
C  2.1979  -1.0420  1.1780
H  -1.2829  -0.7659  -2.4372
C  -1.5272  -0.5559  -1.4063
H  0.9282  -2.1365  -1.1639
H  -1.5869  4.3253  -1.8326
C  -0.1139  -1.1146  2.0507
H  -0.0652  -0.0798  2.4697
H  1.6433  3.8088  0.7301
H  -1.1608  -1.2400  1.8434
H  2.6461  -0.1450  1.1974
N  0.9920  1.4541  0.3667
H  0.5339  4.5524  -0.6939
C  -0.6485  2.1489  -1.0097
H  -2.5875  2.5832  -2.2487
H  -1.5501  -2.7649  -1.3547
P  -1.2526  3.0538  -2.3398

Properties
* SMILES: Cn1nc2c(c1P)CCCC2(C)C
* energy relative to the best compared isomer or geometry (same formula, charge and spin): 85.69 kcal/mol
* frontier orbital gap: 8.378 eV
* LUMO energy: 0.86 eV

Results of the Löwdin charge analysis, in e, for atoms 1 through 4: H 0.1252; H 0.1284; H 0.0491; C -0.2361

(4)
Computed, not measured: a structure of composition C18H35N3OPdS2Si3, with ωB97M-V with the def2-TZVPD basis set.

Positions of all 63 atoms, in Å:
C  -0.6853  -0.2010  3.3099
C  -1.1990  0.4067  0.1586
H  1.2390  2.2149  -0.8393
H  -2.9668  -1.3207  2.5214
H  0.1190  0.7737  -3.3516
H  -2.2850  -3.9997  0.1690
H  3.1242  -2.1272  -5.1749
H  -0.9702  -3.9630  1.3642
H  -3.1781  1.6337  2.4491
C  3.4099  -0.2150  -0.9899
H  4.3275  -0.7631  -3.4711
C  -1.2489  -3.6952  0.3430
Pd  0.7291  -0.5354  0.3541
C  4.5246  1.1764  3.7009
H  -2.9277  3.0939  -0.4706
C  2.6429  -1.8576  -4.2440
N  3.4908  0.0954  1.2865
H  -4.2728  -0.7843  -1.2985
H  0.2777  -0.1424  3.8171
C  -0.9319  0.8147  -3.0624
N  2.8260  -0.1531  0.1435
H  4.4708  -0.0049  -1.0971
H  1.6403  1.7984  1.6351
C  -2.7379  2.5399  -1.3908
C  0.7282  2.2183  2.0564
H  -3.6596  -2.4248  -1.4809
N  1.4000  -1.1543  -1.8759
H  0.5892  3.1508  -2.1883
H  -1.3466  -0.1862  -3.1684
H  0.5476  3.1775  1.5705
H  -2.4057  2.9727  1.5950
H  3.8210  2.0039  3.6536
O  -1.0742  -2.3010  0.1494
H  -3.5846  1.8670  -1.5498
C  -3.3607  -1.3752  -1.4086
H  -4.2384  -0.6099  1.5232
H  -1.4470  1.4593  -3.7781
H  0.1679  3.5868  -0.5339
H  -3.9362  -2.3438  1.4598
C  0.3551  2.7451  -1.2014
C  3.3116  -1.0969  -3.3052
Si  -0.7925  1.0718  1.8915
H  -0.7989  -1.2278  2.9642
C  -3.4517  -1.3670  1.5458
Si  -2.2553  -1.1269  0.1048
H  0.8154  -2.9130  -4.6694
H  -0.2465  -2.1776  -2.5245
H  -1.4668  0.0045  4.0468
C  -2.2521  2.2061  2.3562
C  0.7673  -1.8898  -2.7793
S  3.6154  -0.3813  3.8806
H  -2.7161  3.2551  -2.2167
H  -2.0661  2.7102  3.3079
Si  -1.1179  1.5558  -1.3170
H  -2.9026  -1.0972  -2.3567
H  0.9064  2.4097  3.1176
H  -0.5984  -4.2312  -0.3495
H  5.1598  1.2678  4.5787
H  5.1209  1.1356  2.7944
C  2.6719  -0.7888  -2.1037
C  1.3502  -2.2841  -3.9719
S  1.9378  -1.9593  2.0575
C  3.0341  -0.6465  2.2633

Properties
* spin multiplicity: 3
* frontier orbital gap (alpha / beta): 7.046 / 6.598 eV
* LUMO energy (alpha / beta): -0.54 / -1.33 eV

Results of the Löwdin charge analysis, in e, for atoms 1 through 4: C -0.2120; C -0.4885; H 0.0071; H 0.0164

(5)
Computed, not measured: a structure of composition C4H10CsO, with ωB97M-V with the def2-TZVPD basis set.

Positions of all 16 atoms, in Å:
Cs  -3.3387  -0.0507  0.6781
H  0.3784  -0.6860  1.8280
C  0.1777  0.3182  1.4547
C  1.4618  1.1624  1.2409
O  -0.4839  0.2012  0.1699
H  -1.3616  0.1359  -2.2770
C  0.0924  -0.6248  -0.8329
H  1.0361  -0.2185  -1.1970
H  2.1885  0.6719  0.5932
H  -0.4799  -1.3138  -2.8068
C  -0.9643  -0.8282  -1.9596
H  -1.7607  -1.4966  -1.6322
H  0.4020  -1.5734  -0.3943
H  1.1978  2.0941  0.7407
H  -0.4701  0.7698  2.2060
H  1.9245  1.4385  2.1885

Properties
* spin multiplicity: 2
* total charge: +2
* frontier orbital gap (alpha / beta): 14.019 / 7.678 eV
* LUMO energy (alpha / beta): -6.97 / -13.22 eV

Results of the Löwdin charge analysis, in e, for atoms 1 through 4: Cs 1.1708; H 0.1568; C -0.1445; C 0.0217

Number 1: electronic energy -361.847091 a.u.. Number 2: electronic energy -3112.216080 a.u.. Number 3: electronic energy -841.958305 a.u.. Number 4: electronic energy -2739.172952 a.u.. Number 5: electronic energy -253.076570 a.u..